{"formula": "C2H2S2", "method": "wB97M-V/def2-TZVPD", "mol_weight_g_mol": 90.17, "e_lumo_ev": [-1.42, -1.42], "homo_energy_ha": [-0.31182, -0.31181], "gap_ev": [7.1, 7.1], "e_above_lowest_kcal_mol": 103.84, "symbols": ["C", "C", "S", "S", "H", "H"], "coordinates": [[-1.212721, -1.368633, -0.020759], [-0.236675, -0.310164, -0.192016], [-3.114412, -2.161038, 1.481165], [-0.574372, -1.526338, -1.538587], [-0.549123, 0.709127, -0.384518], [0.720839, -0.406383, 0.307759]], "forces_ev_per_a": [[-2.2, -0.9, 1.4], [0.4, 0.2, -0.2], [1.9, 0.8, -1.5], [0.0, 0.0, 0.1], [-0.2, 0.0, 0.1], [0.0, 0.0, 0.0]]}